This record from the Open Molecules 2025 dataset describes a cluster of 2 separate species, C5H8BrO3 in total. The level of theory is ωB97M-V/def2-TZVPD.

Output
Total charge: -1
E_tot: -2995.08572 hartree
LUMO energy: 3.22 eV
Orbital gap: 8.10 eV
Maximum force: 5.0 eV/A
Spin multiplicity: 1

Positions of all 17 atoms, in Å:
C 0.7400 1.4909 0.0251
C 1.1101 -0.6059 -1.0545
C 0.3488 -0.8093 1.4058
C 1.1547 -0.0325 0.3576
C -2.2842 0.4508 -0.8092
O -0.4303 1.6648 0.3629
O 1.6558 2.3279 -0.2367
O -2.3221 0.4853 -2.0030
Br -3.9246 -0.6009 0.0587
H 1.3903 -1.6109 -0.9885
H 1.6385 0.0587 -1.7858
H 0.1012 -0.7459 -1.3518
H 0.2707 -0.1689 2.4087
H 0.6692 -1.8094 1.7835
H -0.6969 -0.8345 1.1994
H 2.2388 -0.1501 0.6173
H -1.6600 0.8899 0.0105

Results of the Mulliken charge analysis, in e, for atoms 1 through 5:
1. C 0.42
2. C -1.45
3. C -1.04
4. C 0.56
5. C 0.34


This record from the Open Molecules 2025 dataset describes a structure of composition C5H8CeLiO3. The level of theory is ωB97M-V/def2-TZVPD.

Output
Total charge: +3
E_tot: -902.50625 hartree
LUMO energy (alpha / beta): -11.90 / -11.91 eV
Orbital gap (alpha / beta): 6.71 / 6.69 eV
Maximum force: 4.4 eV/A
Spin multiplicity: 3

Positions of all 18 atoms, in Å:
C -3.4874 -1.7320 0.5321
C -4.3389 -1.7870 1.4249
H -3.3534 -1.7586 -0.5420
H -0.9172 -1.9436 -0.1929
H -4.8627 -1.3866 2.2821
Li -0.5963 0.8921 2.7353
O 1.4186 -0.0715 -0.3298
Ce 2.1056 -2.5702 -1.7174
O 0.1450 -1.7413 -0.2562
C 0.4321 -0.6056 0.3436
O -0.3063 -0.0477 1.1420
C 1.9511 1.2537 -0.0585
C 1.8843 2.0207 -1.3530
H 1.3138 1.7037 0.7117
H 2.9863 1.1242 0.2805
H 0.8521 2.3305 -1.5613
H 2.5180 2.9111 -1.2564
H 2.2553 1.4081 -2.1848

Results of the Mulliken charge analysis, in e, for atoms 1 through 5:
1. C -0.35
2. C -0.25
3. H 0.32
4. H 0.33
5. H 0.33


This record from the Open Molecules 2025 dataset describes a structure of composition C5H8CeO3. The level of theory is ωB97M-V/def2-TZVPD.

Output
Total charge: +1
E_tot: -895.75580 hartree
LUMO energy (alpha / beta): -4.25 / -4.27 eV
Orbital gap (alpha / beta): 7.53 / 7.57 eV
Maximum force: 9.6 eV/A
Spin multiplicity: 2

Positions of all 17 atoms, in Å:
O 1.8461 1.1612 -3.4163
C 1.5030 -3.1185 -1.5990
C 1.1842 -2.1728 -0.9184
O 0.7183 -1.0554 -0.4125
C -0.4144 -1.1653 0.5070
C -0.5251 0.1577 1.2166
O -0.4984 1.1874 0.2309
C -0.9048 2.4694 0.7161
Ce 0.9467 1.0493 -1.5601
H 1.8569 -4.0233 -2.0600
H -0.2164 -1.9748 1.2175
H -1.3043 -1.3857 -0.0948
H 0.3033 0.3104 1.9234
H -1.4777 0.1849 1.7644
H -0.7801 3.1867 -0.1019
H -1.9590 2.4265 1.0176
H -0.2784 2.7625 1.5696

Results of the Mulliken charge analysis, in e, for atoms 1 through 5:
1. O -0.75
2. C 0.08
3. C -0.31
4. O -0.35
5. C -0.51